i.
A cluster of 4 separate species, C3H15NO3 in total, computed with wB97M-V/def2-TZVPD.

Results
HOMO level: -9.81 eV
Multiplicity: 1
SMILES: CC(C)N.O.O.O
Molecular weight: 113.16 g/mol
LUMO energy: 0.8 eV

Each atom is followed by the atoms it is bonded to, with distances in Å.
Geometry (Å):
1 C -0.432 1.418 -1.494  C2 1.493, H5 1.113, H6 1.146, H7 1.149
2 C -0.455 0.338 -0.465  C1 1.493, C3 1.693, N4 1.446, H8 1.101
3 C -0.662 1.158 1.002  C2 1.693, H9 1.131, H10 1.123, H11 1.105
4 N -1.622 -0.484 -0.697  C2 1.446, H12 1.018, H13 0.983
5 H 0.406 2.129 -1.323  C1 1.113
6 H -0.148 0.944 -2.498  C1 1.146
7 H -1.371 2.065 -1.635  C1 1.149
8 H 0.563 -0.063 -0.342  C2 1.101
9 H -0.855 0.480 1.886  C3 1.131
10 H 0.122 1.929 1.230  C3 1.123
11 H -1.568 1.789 0.945  C3 1.105
12 H -1.429 -1.182 -1.413  N4 1.018
13 H -2.283 0.122 -1.100  N4 0.983
14 H 0.637 -2.185 0.966  O16 0.940
15 H 1.801 -1.563 1.816  O16 0.962
16 O 1.522 -1.870 0.948  H14 0.940, H15 0.962
17 H -1.495 -1.582 0.697  O19 0.994
18 H -1.629 -3.072 1.066  O19 0.995
19 O -1.042 -2.286 1.234  H17 0.994, H18 0.995
20 H 2.919 -0.016 -0.422  O22 0.969
21 H 3.925 0.997 0.053  O22 0.974
22 O 3.096 0.936 -0.455  H20 0.969, H21 0.974

=====

ii.
A cluster of 4 separate species, C3H15NO3 in total, computed with wB97M-V/def2-TZVPD.

Results
HOMO level: -8.74 eV
Multiplicity: 1
SMILES: CN(C)C.O.O.O
Molecular weight: 113.16 g/mol
LUMO energy: 0.6 eV

Each atom is followed by the atoms it is bonded to, with distances in Å.
Geometry (Å):
1 C -1.587 1.000 -0.758  N2 1.470, H5 1.099, H6 1.095, H7 1.087
2 N -1.327 -0.439 -0.611  C1 1.470, C3 1.438, C4 1.452
3 C -2.554 -1.189 -0.650  N2 1.438, H8 1.087, H9 1.114, H10 1.099
4 C -0.237 -0.925 -1.439  N2 1.452, H11 1.095, H12 1.090, H13 1.100
5 H -1.549 1.469 0.235  C1 1.099
6 H -2.616 1.216 -1.064  C1 1.095
7 H -0.889 1.452 -1.460  C1 1.087
8 H -2.498 -2.267 -0.523  C3 1.087
9 H -3.102 -0.928 0.284  C3 1.114
10 H -3.320 -0.841 -1.356  C3 1.099
11 H 0.086 -1.881 -1.015  C4 1.095
12 H 0.646 -0.287 -1.405  C4 1.090
13 H -0.501 -1.084 -2.496  C4 1.100
14 H 1.101 1.372 -0.202  O16 0.958
15 H 2.588 1.105 -0.162  O16 0.975
16 O 1.869 1.352 -0.774  H14 0.958, H15 0.975
17 H -0.237 0.093 2.803  O19 0.945
18 H -0.192 -0.365 1.205  O19 0.967
19 O 0.141 -0.426 2.111  H17 0.945, H18 0.967
20 H 2.507 -0.429 1.579  O22 0.969
21 H 2.864 0.874 2.284  O22 0.959
22 O 3.115 0.324 1.540  H20 0.969, H21 0.959

=====

Most stable to least stable, the ends of the list are i and ii.

=====

i.
A cluster of 4 separate species, C3H15NO3 in total, computed with wB97M-V/def2-TZVPD.

Results
HOMO level: -9.70 eV
Multiplicity: 1
SMILES: CCNC.O.O.O
Molecular weight: 113.16 g/mol
LUMO energy: 0.8 eV

Each atom is followed by the atoms it is bonded to, with distances in Å.
Geometry (Å):
1 C -0.605 -1.927 0.078  C2 1.531, H5 1.089, H6 1.088, H7 1.084
2 C -1.211 -0.586 0.502  C1 1.531, N3 1.484, H8 1.091, H9 1.093
3 N -0.276 0.109 1.422  C2 1.484, C4 1.477, H10 1.009
4 C -0.734 1.485 1.704  N3 1.477, H11 1.092, H12 1.091, H13 1.095
5 H 0.482 -1.940 0.003  C1 1.089
6 H -0.699 -2.565 0.954  C1 1.088
7 H -1.097 -2.330 -0.799  C1 1.084
8 H -1.469 0.172 -0.239  C2 1.091
9 H -2.156 -0.767 1.021  C2 1.093
10 H -0.379 -0.345 2.317  N3 1.009
11 H 0.053 1.913 2.327  C4 1.092
12 H -1.733 1.626 2.118  C4 1.091
13 H -0.673 2.097 0.798  C4 1.095
14 H 1.254 -0.440 -2.889  O16 0.953
15 H 0.464 -1.774 -3.162  O16 0.931
16 O 1.167 -1.371 -2.703  H14 0.953, H15 0.931
17 H 3.120 0.666 0.284  O19 0.955
18 H 1.540 0.449 0.564  O19 0.983
19 O 2.308 1.062 0.591  H17 0.955, H18 0.983
20 H 0.882 1.872 -1.508  O22 0.963
21 H -0.510 1.309 -1.416  O22 0.957
22 O 0.271 1.287 -1.967  H20 0.963, H21 0.957

=====

ii.
A cluster of 5 separate species, C3H15NO3 in total, computed with wB97M-V/def2-TZVPD.

Results
HOMO level: -9.05 eV
Multiplicity: 1
Molecular weight: 113.16 g/mol
LUMO energy: -5.0 eV

Each atom is followed by the atoms it is bonded to, with distances in Å.
Geometry (Å):
1 C -0.171 -0.342 1.358  C2 1.574, H5 1.056, H6 1.119, H7 1.046
2 C -0.024 1.161 0.915  C1 1.574, N3 1.459, H8 1.088, H9 1.062
3 N -0.929 1.523 -0.170  C2 1.459, C4 1.455, H10 1.078
4 C -0.530 1.075 -1.495  N3 1.455, H11 1.100, H12 1.102, H13 1.089
5 H 0.155 -1.028 0.625  C1 1.056
6 H 0.483 -0.550 2.242  C1 1.119
7 H -1.162 -0.588 1.585  C1 1.046
8 H -0.157 1.956 1.645  C2 1.088
9 H 0.981 1.248 0.583  C2 1.062
10 H -1.858 1.014 0.035  N3 1.078
11 H -0.777 0.028 -1.722  C4 1.100
12 H 0.547 1.303 -1.566  C4 1.102
13 H -1.022 1.678 -2.258  C4 1.089
14 H -0.796 -2.912 -1.037  H21 0.745
15 H 2.247 -1.107 -1.415  O16 0.958
16 O 1.729 -0.491 -0.896  H15 0.958
17 H -3.143 -0.753 -0.567  O19 0.912
18 H 3.417 0.175 0.919  O22 0.973
19 O -2.411 -0.615 -0.041  H17 0.912
20 H 2.083 -0.291 0.448  O22 1.020
21 H -1.164 -2.659 -0.441  H14 0.745
22 O 2.504 0.173 1.253  H18 0.973, H20 1.020

=====

Most stable to least stable, the ends of the list are i and ii.

=====

i.
A cluster of 4 separate species, C3H15NO3 in total, computed with wB97M-V/def2-TZVPD.

Results
HOMO level: -9.31 eV
Multiplicity: 1
SMILES: CN(C)C.O.O.O
Molecular weight: 113.16 g/mol
LUMO energy: 0.6 eV

Each atom is followed by the atoms it is bonded to, with distances in Å.
Geometry (Å):
1 C 1.098 0.804 0.501  N2 1.494, H5 1.104, H6 1.151, H7 1.100
2 N 1.301 -0.647 0.204  C1 1.494, C3 1.433, C4 1.492
3 C 2.716 -0.870 0.207  N2 1.433, H8 1.048, H9 1.097, H10 1.173
4 C 0.793 -0.856 -1.182  N2 1.492, H11 1.167, H12 1.122, H13 1.113
5 H 1.501 1.036 1.502  C1 1.104
6 H 1.747 1.254 -0.336  C1 1.151
7 H 0.014 0.989 0.472  C1 1.100
8 H 2.906 -1.866 -0.056  C3 1.048
9 H 3.176 -0.663 1.181  C3 1.097
10 H 3.313 -0.186 -0.537  C3 1.173
11 H 0.757 -2.001 -1.404  C4 1.167
12 H -0.153 -0.328 -1.474  C4 1.122
13 H 1.588 -0.465 -1.858  C4 1.113
14 H -2.397 2.908 0.058  O16 1.018
15 H -2.259 2.854 -1.575  O16 0.931
16 O -2.000 3.294 -0.796  H14 1.018, H15 0.931
17 H -1.706 -1.780 2.005  O19 0.945
18 H -0.501 -1.168 1.392  O19 0.988
19 O -1.395 -1.514 1.153  H17 0.945, H18 0.988
20 H -2.836 -0.545 0.517  O22 0.973
21 H -3.920 -0.054 -0.447  O22 0.947
22 O -3.744 -0.196 0.473  H20 0.973, H21 0.947

=====

ii.
A cluster of 4 separate species, C3H15NO3 in total, computed with wB97M-V/def2-TZVPD.

Results
HOMO level: -9.02 eV
Multiplicity: 1
SMILES: CCNC.O.O.O
Molecular weight: 113.16 g/mol
LUMO energy: 0.6 eV

Each atom is followed by the atoms it is bonded to, with distances in Å.
Geometry (Å):
1 C 1.606 -1.110 -2.361  C2 1.520, H5 1.097, H6 1.080, H7 1.087
2 C 0.524 -0.430 -1.538  C1 1.520, N3 1.474, H8 1.097, H9 1.084
3 N 1.092 0.542 -0.587  C2 1.474, C4 1.461, H10 1.010
4 C 1.986 -0.065 0.396  N3 1.461, H11 1.090, H12 1.095, H13 1.096
5 H 1.224 -1.540 -3.295  C1 1.097
6 H 2.030 -1.943 -1.821  C1 1.080
7 H 2.415 -0.421 -2.594  C1 1.087
8 H -0.039 -1.208 -1.007  C2 1.097
9 H -0.142 0.163 -2.154  C2 1.084
10 H 0.298 0.926 -0.095  N3 1.010
11 H 2.897 -0.378 -0.116  C4 1.090
12 H 2.326 0.728 1.071  C4 1.095
13 H 1.591 -0.898 0.987  C4 1.096
14 H -1.460 2.372 2.927  O16 0.968
15 H -0.789 2.516 4.272  O16 0.964
16 O -1.563 2.119 3.856  H14 0.968, H15 0.964
17 H -3.566 -2.842 3.540  O19 0.974
18 H -2.818 -4.128 3.810  O19 0.964
19 O -2.786 -3.346 3.246  H17 0.974, H18 0.964
20 H -1.488 3.635 -3.244  O22 0.968
21 H -1.432 2.240 -2.710  O22 0.964
22 O -1.908 3.068 -2.582  H20 0.968, H21 0.964

=====

iii.
A cluster of 4 separate species, C3H15NO3 in total, computed with wB97M-V/def2-TZVPD.

Results
HOMO level: -9.35 eV
Multiplicity: 1
SMILES: CC(C)N.O.O.O
Molecular weight: 113.16 g/mol
LUMO energy: 0.7 eV

Each atom is followed by the atoms it is bonded to, with distances in Å.
Geometry (Å):
1 C -0.881 0.846 0.145  C2 1.476, H5 1.106, H6 1.043, H7 1.174
2 C -0.963 -0.618 -0.024  C1 1.476, C3 1.503, N4 1.504, H8 1.131
3 C -2.108 -1.346 0.622  C2 1.503, H9 0.974, H10 1.076, H11 1.063
4 N -0.906 -0.880 -1.504  C2 1.504, H12 0.953, H13 1.040
5 H -0.236 1.330 -0.612  C1 1.106
6 H -1.744 1.326 -0.192  C1 1.043
7 H -0.503 1.240 1.185  C1 1.174
8 H 0.024 -1.002 0.373  C2 1.131
9 H -2.022 -1.196 1.581  C3 0.974
10 H -3.110 -0.997 0.441  C3 1.076
11 H -2.103 -2.392 0.433  C3 1.063
12 H -0.744 -0.069 -1.979  N4 0.953
13 H -1.819 -1.312 -1.753  N4 1.040
14 H 1.864 0.803 -0.073  O16 0.953
15 H 3.343 0.760 -0.251  O16 1.028
16 O 2.627 1.192 0.346  H14 0.953, H15 1.028
17 H 1.281 -0.451 -2.258  O19 0.962
18 H 2.815 -0.644 -2.303  O19 0.956
19 O 2.121 -0.059 -2.002  H17 0.962, H18 0.956
20 H 1.671 1.006 2.146  O22 0.941
21 H 0.487 0.976 3.270  O22 1.084
22 O 0.907 1.487 2.411  H20 0.941, H21 1.084

=====

Most stable to least stable, the ends of the list are ii and iii.

=====

i.
The molecule C3H3IN2O, computed with wB97M-V/def2-TZVPD.

Results
HOMO level: -9.70 eV
Multiplicity: 1
SMILES: ICc1ncon1
Molecular weight: 209.97 g/mol
LUMO energy: 0.0 eV

Each atom is followed by the atoms it is bonded to, with distances in Å.
Geometry (Å):
1 C 1.458 -0.975 -0.836  N4 1.248, O6 1.405, H8 1.056
2 C 0.004 0.071 0.394  C3 1.448, N4 1.554, N5 1.246
3 C -1.012 1.103 0.409  C2 1.448, I7 2.155, H9 1.116, H10 1.163
4 N 0.706 0.009 -0.991  C1 1.248, C2 1.554
5 N 0.526 -0.777 1.144  C2 1.246, O6 1.348
6 O 1.453 -1.488 0.472  C1 1.405, N5 1.348
7 I -2.943 0.246 -0.017  C3 2.155
8 H 2.120 -1.593 -1.379  C1 1.056
9 H -0.952 1.696 -0.534  C3 1.116
10 H -1.360 1.708 1.339  C3 1.163

=====

ii.
The molecule C3H3IN2O, computed with wB97M-V/def2-TZVPD.

Results
HOMO level: -8.39 eV
Multiplicity: 1
SMILES: On1ccnc1I
Molecular weight: 209.97 g/mol
LUMO energy: 0.2 eV

Each atom is followed by the atoms it is bonded to, with distances in Å.
Geometry (Å):
1 C -0.842 -1.302 -0.041  C2 1.380, N4 1.346, H8 1.065
2 C 0.079 -0.303 -0.278  C1 1.380, N5 1.362, H9 1.050
3 C -0.689 -0.344 1.923  N4 1.302, N5 1.583, I7 2.044
4 N -1.299 -1.258 1.224  C1 1.346, C3 1.302
5 N 0.254 0.387 0.883  C2 1.362, C3 1.583, O6 1.381
6 O 1.023 1.499 1.164  N5 1.381, H10 0.973
7 I -0.850 0.213 3.883  C3 2.044
8 H -1.203 -1.952 -0.804  C1 1.065
9 H 0.535 -0.348 -1.223  C2 1.050
10 H 1.041 1.716 2.112  O6 0.973

=====

Most stable to least stable, the ends of the list are i and ii.